one.
{
  "formula": "C3H5N3O",
  "method": "ωB97M-V/def2-TZVPD",
  "multiplicity": 1,
  "homo_lumo_gap_ev": 9.0837,
  "elements": ["C", "C", "C", "N", "N", "N", "O", "H", "H", "H", "H", "H"],
  "xyz": [[-2.187, 0.147, -0.510], [0.542, -0.786, 0.392], [-1.595, -0.552, 0.585], [-1.912, 0.838, 0.514], [2.203, 0.802, -0.380], [0.903, 0.417, -0.005], [1.201, -1.766, 0.358], [-2.767, -0.035, -1.393], [-2.118, -1.304, 1.294], [2.334, 0.869, -1.312], [2.928, 0.187, -0.036], [0.468, 1.183, 0.493]]
}

two.
{
  "formula": "C3H5N3O",
  "method": "ωB97M-V/def2-TZVPD",
  "multiplicity": 1,
  "smiles": "O/C=C1\\N=CNN1",
  "homo_lumo_gap_ev": 8.3218,
  "elements": ["O", "C", "C", "N", "N", "C", "N", "H", "H", "H", "H", "H"],
  "xyz": [[-2.473, 0.671, 0.893], [-1.708, 0.262, -0.165], [-0.379, 0.129, -0.188], [0.364, -0.249, -1.365], [1.627, -0.671, -0.838], [1.633, -0.163, 0.457], [0.518, 0.292, 0.889], [-1.985, 1.337, 1.388], [-0.068, -1.040, -1.830], [-2.298, 0.001, -1.038], [2.388, -0.336, -1.421], [2.551, -0.215, 1.035]]
}

Stability summary: most stable two, least stable one.

one.
{
  "formula": "C3H5N3O",
  "method": "ωB97M-V/def2-TZVPD",
  "multiplicity": 1,
  "smiles": "Cn1cn[nH]c1=O",
  "homo_lumo_gap_ev": 9.8747,
  "elements": ["C", "C", "C", "H", "H", "H", "H", "H", "N", "N", "N", "O"],
  "xyz": [[1.640, -1.105, 0.138], [-0.837, -1.225, -0.081], [0.205, 0.699, -0.138], [1.277, -2.129, -0.234], [2.148, -0.590, -0.709], [2.139, -0.747, 1.155], [-0.820, -2.242, -0.051], [-1.557, 1.682, -0.277], [0.328, -0.495, -0.090], [-1.795, -0.316, -0.027], [-1.086, 0.900, 0.289], [1.079, 1.649, -0.075]]
}

two.
{
  "formula": "C3H5N3O",
  "method": "ωB97M-V/def2-TZVPD",
  "multiplicity": 1,
  "homo_lumo_gap_ev": 8.2278,
  "elements": ["N", "C", "C", "N", "C", "O", "N", "H", "H", "H", "H", "H"],
  "xyz": [[-0.066, -1.269, 1.401], [-0.011, -0.256, 0.530], [0.015, -0.324, -0.992], [-0.773, 0.820, -1.339], [0.270, 1.629, -0.637], [1.293, 0.287, -1.062], [0.111, 1.031, 0.744], [0.177, -1.122, 2.366], [-0.803, -1.948, 1.276], [-0.226, -1.310, -1.453], [-0.631, 1.017, -2.330], [0.643, 1.445, 1.495]]
}

Stability summary: most stable one, least stable two.

one.
{
  "formula": "C3H5N3O",
  "method": "ωB97M-V/def2-TZVPD",
  "multiplicity": 1,
  "smiles": "OCc1nc[nH]n1",
  "homo_lumo_gap_ev": 10.8558,
  "elements": ["O", "C", "C", "N", "N", "C", "N", "H", "H", "H", "H", "H"],
  "xyz": [[-2.128, 1.070, 0.205], [-1.722, -0.266, -0.010], [-0.184, -0.337, -0.039], [0.480, 0.606, -0.699], [1.750, 0.393, -0.331], [1.858, -0.646, 0.502], [0.611, -1.161, 0.705], [-1.707, 1.593, -0.489], [-2.172, -0.661, -0.936], [-2.154, -0.840, 0.820], [2.470, 1.053, -0.591], [2.899, -0.802, 0.862]]
}

two.
{
  "formula": "C3H5N3O",
  "method": "ωB97M-V/def2-TZVPD",
  "multiplicity": 1,
  "homo_lumo_gap_ev": 9.8434,
  "elements": ["C", "C", "N", "N", "N", "C", "O", "H", "H", "H", "H", "H"],
  "xyz": [[0.532, -1.714, 0.167], [-0.375, -0.582, -0.062], [0.995, 1.406, -0.020], [-0.128, 0.676, -0.432], [-1.681, -0.474, -0.024], [-1.546, 0.884, -0.121], [-2.197, 1.843, 0.178], [1.468, 1.746, -0.855], [0.675, 2.234, 0.488], [0.348, -2.136, 1.158], [0.335, -2.488, -0.578], [1.574, -1.395, 0.102]]
}

Stability summary: most stable one, least stable two.

one.
{
  "formula": "C3H5N3O",
  "method": "ωB97M-V/def2-TZVPD",
  "multiplicity": 1,
  "homo_lumo_gap_ev": 7.8049,
  "elements": ["N", "C", "C", "O", "N", "C", "N", "H", "H", "H", "H", "H"],
  "xyz": [[0.895, -0.235, 1.428], [-0.229, 0.134, 0.571], [-1.313, 0.729, 1.181], [-2.097, 1.044, 0.122], [-1.545, 0.678, -1.117], [-0.391, 0.137, -0.835], [0.501, -0.269, -1.844], [1.107, -1.235, 1.481], [1.764, 0.267, 1.222], [0.542, 0.074, 2.349], [0.685, -1.267, -1.813], [0.082, -0.058, -2.746]]
}

two.
{
  "formula": "C3H5N3O",
  "method": "ωB97M-V/def2-TZVPD",
  "multiplicity": 1,
  "smiles": "[H]/N=C(\\N)[C@@H]1NC1=O",
  "homo_lumo_gap_ev": 8.8162,
  "elements": ["N", "C", "C", "N", "C", "O", "N", "H", "H", "H", "H", "H"],
  "xyz": [[-1.196, -1.106, -1.021], [-0.525, -0.214, -0.228], [0.477, -0.643, 0.697], [0.901, 0.426, 1.601], [1.294, 0.980, 0.454], [2.112, 1.535, -0.183], [-0.633, 1.098, -0.263], [-1.527, -0.772, -1.915], [-0.849, -2.054, -1.044], [0.808, -1.656, 0.899], [0.171, 0.918, 2.113], [-1.032, 1.488, -1.111]]
}

Stability summary: most stable two, least stable one.

one.
{
  "formula": "C3H5N3O",
  "method": "ωB97M-V/def2-TZVPD",
  "multiplicity": 1,
  "smiles": "Nc1conc1N",
  "homo_lumo_gap_ev": 9.4529,
  "elements": ["N", "C", "C", "O", "N", "C", "N", "H", "H", "H", "H", "H"],
  "xyz": [[0.813, -1.666, -0.096], [-0.103, -0.619, 0.101], [-1.364, -0.670, 0.604], [-1.983, 0.517, 0.507], [-1.123, 1.403, -0.064], [0.005, 0.766, -0.267], [1.076, 1.618, -0.525], [1.774, -1.400, 0.077], [0.587, -2.479, 0.467], [-1.938, -1.443, 1.089], [1.649, 1.451, -1.343], [0.607, 2.522, -0.551]]
}

two.
{
  "formula": "C3H5N3O",
  "method": "ωB97M-V/def2-TZVPD",
  "multiplicity": 1,
  "smiles": "[H]/N=C\\N=C\\NC=O",
  "homo_lumo_gap_ev": 8.4908,
  "elements": ["C", "C", "C", "H", "H", "H", "H", "H", "N", "N", "N", "O"],
  "xyz": [[-0.097, 1.048, -1.720], [0.060, -0.117, 0.112], [0.157, -1.062, 2.168], [-1.459, 1.082, -3.104], [0.368, 1.907, -1.103], [0.471, 0.700, 0.727], [-0.726, -2.102, 0.223], [-0.255, -1.951, 2.827], [-0.785, 1.809, -2.681], [-0.274, -0.057, -1.128], [-0.121, -1.336, 0.769], [1.142, -0.221, 2.294]]
}

Stability summary: most stable one, least stable two.

one.
{
  "formula": "C4H9N2O3S",
  "method": "ωB97M-V/def2-TZVPD",
  "multiplicity": 1,
  "smiles": "CCC(=O)NC=[S@](N)(=O)[O-]",
  "charge": -1,
  "homo_lumo_gap_ev": 6.5583,
  "elements": ["C", "C", "C", "C", "N", "N", "O", "O", "O", "S", "H", "H", "H", "H", "H", "H", "H", "H", "H"],
  "xyz": [[-1.388, -0.145, 1.329], [0.784, 1.063, 1.053], [2.058, 0.715, -1.173], [2.126, 0.999, 0.363], [-2.532, -2.275, -0.009], [-0.084, -0.026, 0.931], [-1.305, -0.683, -1.448], [0.414, 2.100, 1.636], [-3.622, -0.149, -0.479], [-2.259, -0.557, -0.252], [-1.668, 0.791, 1.708], [1.726, 1.547, -1.722], [3.080, 0.549, -1.490], [1.325, -0.141, -1.325], [2.703, 1.994, 0.434], [2.811, 0.230, 0.729], [-2.923, -2.653, -0.767], [-1.555, -2.669, 0.141], [0.307, -0.692, 0.340]]
}

two.
{
  "formula": "C4H9N2O3S",
  "method": "ωB97M-V/def2-TZVPD",
  "multiplicity": 1,
  "charge": -1,
  "homo_lumo_gap_ev": [7.1929, 7.1924],
  "elements": ["C", "C", "C", "C", "N", "N", "O", "O", "O", "S", "H", "H", "H", "H", "H", "H", "H", "H", "H"],
  "xyz": [[-1.023, 2.008, 0.814], [1.158, 1.225, -0.082], [1.268, -1.412, -0.091], [2.047, -0.073, -0.151], [-3.065, -0.287, 0.855], [0.068, 1.174, 0.711], [-1.548, -0.390, -1.271], [1.489, 2.205, -0.786], [-3.670, 0.774, -1.576], [-2.531, 0.545, -0.656], [-0.650, 2.859, 0.172], [1.048, -1.779, 0.857], [0.464, -1.349, -0.733], [2.031, -2.112, -0.406], [2.670, -0.038, -1.085], [2.829, -0.093, 0.684], [-3.240, 0.534, 1.377], [-4.039, -0.621, 0.528], [-0.173, 0.288, 1.187]]
}

Stability summary: most stable one, least stable two.

one.
{
  "formula": "C11H11NO",
  "method": "ωB97M-V/def2-TZVPD",
  "multiplicity": 1,
  "smiles": "NCc1c(O)ccc2ccccc12",
  "homo_lumo_gap_ev": 8.2370,
  "elements": ["C", "C", "C", "C", "C", "C", "C", "C", "C", "C", "C", "H", "H", "H", "H", "H", "H", "H", "H", "H", "H", "H", "N", "O"],
  "xyz": [[0.161, -2.438, 0.473], [0.423, -0.880, -0.051], [1.829, -0.702, -0.259], [2.283, 0.538, -0.749], [1.324, 1.738, -0.761], [-0.021, 1.489, -0.816], [-1.091, 2.407, -0.869], [-2.330, 2.164, -0.309], [-2.706, 1.000, 0.612], [-1.825, 0.006, 0.318], [-0.457, 0.216, -0.231], [-0.600, -1.547, 1.961], [0.982, -1.751, 2.047], [-0.666, -2.865, 0.091], [1.282, -2.743, -0.036], [3.644, -1.543, -0.441], [3.216, 0.687, -0.979], [1.434, 2.603, -1.406], [-0.869, 3.444, -1.462], [-3.277, 2.943, -0.463], [-3.647, 0.681, 1.165], [-1.842, -1.046, 0.824], [0.169, -2.498, 1.873], [2.585, -1.905, -0.532]]
}

two.
{
  "formula": "C11H11NO",
  "method": "ωB97M-V/def2-TZVPD",
  "multiplicity": 1,
  "homo_lumo_gap_ev": 5.3678,
  "elements": ["C", "C", "C", "C", "C", "C", "C", "C", "C", "C", "C", "N", "O", "H", "H", "H", "H", "H", "H", "H", "H", "H", "H", "H"],
  "xyz": [[3.231, -1.712, 0.258], [2.828, -0.665, -0.161], [-2.693, -1.580, -0.486], [-1.666, -2.301, 0.155], [-2.663, -0.190, -0.593], [-0.590, -1.590, 0.763], [-1.503, 0.450, -0.271], [-0.466, -0.264, 0.505], [-1.168, 1.923, -0.060], [0.221, 1.912, 0.718], [2.427, 0.411, -0.903], [0.551, 0.454, 0.853], [2.862, 1.691, -0.877], [3.627, -2.560, 0.801], [-3.547, -2.154, -0.827], [-1.743, -3.435, 0.225], [-3.583, 0.218, -1.033], [0.153, -2.162, 1.261], [-1.236, 2.457, -0.986], [-1.822, 2.475, 0.647], [1.132, 2.246, 0.121], [0.351, 2.372, 1.658], [1.804, 0.224, -1.748], [3.493, 1.780, -0.019]]
}

three.
{
  "formula": "C11H11NO",
  "method": "ωB97M-V/def2-TZVPD",
  "multiplicity": 1,
  "homo_lumo_gap_ev": [5.6067, 5.6039],
  "elements": ["C", "C", "C", "C", "C", "C", "C", "C", "C", "C", "C", "N", "O", "H", "H", "H", "H", "H", "H", "H", "H", "H", "H", "H"],
  "xyz": [[3.316, -0.509, -0.071], [3.961, 0.685, -0.242], [1.954, -0.238, 0.245], [1.868, 1.123, 0.283], [-2.663, -0.806, -0.358], [-3.581, 0.021, 0.146], [-1.174, 0.968, -0.515], [-1.268, -0.361, -0.442], [0.902, -1.260, 0.515], [-3.191, 1.417, 0.546], [-0.161, -1.355, -0.599], [3.049, 1.684, -0.045], [-2.084, 1.864, -0.256], [3.742, -1.489, -0.159], [4.985, 0.897, -0.477], [-2.906, -1.800, -0.699], [-4.610, -0.263, 0.292], [1.396, -2.230, 0.609], [0.401, -1.045, 1.463], [-3.992, 2.138, 0.356], [-2.926, 1.461, 1.617], [-0.598, -2.356, -0.583], [0.331, -1.216, -1.565], [3.245, 2.669, -0.060]]
}

Stability summary: most stable two, least stable three.

one.
{
  "formula": "C4H8O3",
  "method": "ωB97M-V/def2-TZVPD",
  "multiplicity": 1,
  "homo_lumo_gap_ev": 9.9623,
  "elements": ["C", "C", "O", "C", "O", "C", "O", "H", "H", "H", "H", "H", "H", "H", "H"],
  "xyz": [[-0.966, 0.782, -1.146], [-0.666, -0.489, -0.378], [-0.039, -1.415, -1.228], [0.343, -0.330, 0.773], [0.709, -1.478, 1.347], [1.500, 0.643, 0.573], [1.648, 1.663, 1.194], [-1.672, 0.566, -1.952], [-1.407, 1.539, -0.487], [-0.053, 1.192, -1.593], [-1.587, -0.907, 0.060], [0.273, -2.124, -0.635], [-0.361, 0.438, 1.670], [-0.053, -0.392, 1.976], [2.233, 0.258, -0.161]]
}

two.
{
  "formula": "C4H8O3",
  "method": "ωB97M-V/def2-TZVPD",
  "multiplicity": 1,
  "smiles": "CO[C@@]1(O)O[C@@H]1C",
  "homo_lumo_gap_ev": 10.7820,
  "elements": ["C", "C", "C", "C", "O", "O", "O", "H", "H", "H", "H", "H", "H", "H", "H"],
  "xyz": [[0.845, -0.473, 0.590], [0.542, 0.265, -0.658], [0.156, -1.803, 0.784], [-0.870, 2.114, -0.211], [1.713, -0.403, -0.680], [-0.475, -0.322, -1.504], [0.429, 1.660, -0.690], [1.278, 0.072, 1.437], [-0.898, -1.695, 1.125], [0.578, -2.209, 1.734], [0.316, -2.571, -0.020], [-0.622, 3.187, -0.412], [-0.969, 1.672, 0.815], [-1.817, 1.807, -0.799], [-0.206, -1.301, -1.513]]
}

Stability summary: most stable two, least stable one.